{
  "formula": "C28H20AuF2N2O2S2",
  "method": "the ωB97M-V functional and the def2-TZVPD basis",
  "species": ["Au", "S", "S", "F", "F", "O", "O", "N", "N", "C", "C", "C", "C", "C", "C", "C", "C", "C", "C", "C", "C", "C", "C", "C", "C", "C", "C", "C", "C", "C", "C", "C", "C", "C", "C", "C", "C", "H", "H", "H", "H", "H", "H", "H", "H", "H", "H", "H", "H", "H", "H", "H", "H", "H", "H", "H", "H"],
  "coordinates": [[0.122, -0.085, -0.175], [-0.721, -1.521, 1.778], [-2.665, 1.281, 1.055], [0.150, -3.934, -3.702], [-3.878, -1.656, -3.206], [-1.495, 1.457, 0.085], [1.020, 0.885, 1.423], [1.753, -1.305, -0.773], [0.365, 0.792, 2.611], [0.607, 1.800, 3.483], [-0.717, -1.118, -1.641], [2.964, -1.220, -0.217], [0.079, -2.125, -2.194], [-3.216, 3.884, 4.053], [-4.112, 1.516, 0.046], [-0.775, 0.743, 5.099], [-0.452, -0.251, 2.914], [3.713, -3.005, -1.590], [1.463, -2.209, -1.730], [2.450, -3.085, -2.157], [-6.416, 1.016, -0.352], [-2.044, -0.939, -1.949], [-5.298, 0.928, 0.467], [3.984, -2.063, -0.607], [-1.031, -0.259, 4.195], [-6.331, 1.676, -1.571], [-2.053, 3.925, 1.511], [-3.235, 2.737, 3.269], [-1.865, -2.804, -3.487], [-4.014, 2.192, -1.162], [-5.139, 2.270, -1.971], [0.061, 1.800, 4.732], [-2.659, 2.780, 2.007], [-2.593, -1.799, -2.886], [-2.618, 5.042, 3.570], [-0.543, -2.947, -3.123], [-2.038, 5.063, 2.305], [2.239, -3.822, -2.915], [-3.071, 2.632, -1.466], [4.960, -1.983, -0.148], [-2.602, 5.935, 4.184], [-7.346, 0.553, -0.043], [-5.079, 2.786, -2.923], [-2.311, -3.465, -4.218], [1.264, 2.567, 3.103], [3.090, -0.469, 0.554], [-3.696, 1.823, 3.633], [4.488, -3.687, -1.918], [-3.662, 3.871, 5.040], [-1.577, 5.970, 1.933], [0.290, 2.611, 5.407], [-1.658, -1.103, 4.445], [-7.201, 1.727, -2.215], [-2.653, -0.171, -1.491], [-1.217, 0.711, 6.087], [-5.341, 0.398, 1.413], [-1.591, 3.917, 0.530]],
  "total_energy_ha": -2470.4773,
  "multiplicity": 1,
  "total_charge": 1,
  "orbital_gap_ev": [6.9, 6.9]
}